(1)
# C3H11Cl2N2O2Os

C3H11Cl2N2O2Os as an isolated structure at a distorted geometry (wB97M-V/def2-TZVPD, OMol25).

```
21
Properties=species:S:1:pos:R:3:nbo_charge:R:1
C 3.228 1.505 -0.855 -0.830
Os -0.744 -0.440 0.297 1.569
N -1.019 -2.554 -0.024 -1.075
N -0.712 0.389 -2.058 -1.084
H -1.884 -2.855 -0.484 0.419
H 3.677 0.947 -1.586 0.215
H 3.860 1.583 0.008 0.231
H 2.266 1.030 -0.478 0.166
H 3.028 2.448 -1.302 0.218
H -1.645 0.737 -2.334 0.420
H -0.362 -0.174 -2.850 0.411
H -0.136 1.235 -2.058 0.419
H -0.265 -3.013 -0.508 0.427
H -1.040 -2.966 0.919 0.439
Cl -2.277 -1.358 2.688 0.057
C -1.163 -0.056 2.174 -0.501
Cl 1.218 -1.336 1.187 -0.361
C -1.759 1.316 1.654 0.722
O -2.125 2.211 2.362 -0.462
O -1.713 1.262 0.287 -0.679
H -0.432 0.088 2.964 0.282
```

Values from the calculation:
- orbital gap (alpha / beta) (eV) = 9.1 / 7.3
- HOMO (alpha / beta) (eV) = -13.05 / -14.01
- energy above the lowest of the compared OMol25 structures with the same formula, charge and spin (kcal/mol) = 0.0
- <S²> = 6.0167
- 2S+1 = 5
- total charge = +1

---

(2)
# C5H4N2O

One molecule with the formula C5H4N2O at a distorted geometry (wB97M-V/def2-TZVPD, OMol25).

```
12
Properties=species:S:1:pos:R:3:nbo_charge:R:1
C -1.154 -0.456 -0.388 -0.248
C 0.751 -0.848 2.829 0.013
C -0.507 -0.492 0.751 0.151
C 1.646 0.859 -0.724 0.849
C -0.687 0.539 -1.603 -0.219
N 0.072 -0.672 1.847 -0.326
N 0.754 0.661 -1.539 -0.566
O 2.670 1.114 -0.233 -0.508
H -2.043 -1.014 -0.606 0.218
H 0.497 -1.321 3.831 0.206
H -0.877 0.153 -2.729 0.222
H -1.122 1.478 -1.437 0.208
```

Values from the calculation:
- orbital gap (eV) = 8.0
- HOMO (eV) = -8.05
- energy above the lowest of the compared OMol25 structures with the same formula, charge and spin (kcal/mol) = 98.8
- total charge = 0

---

(3)
# C4H7NO

One molecule with the formula C4H7NO at a distorted geometry (wB97M-V/def2-TZVPD, OMol25).

```
13
Properties=species:S:1:pos:R:3:nbo_charge:R:1
C 0.576 0.509 -1.189 -0.641
C -0.335 0.851 0.121 -0.153
N -1.359 -0.102 0.519 -0.615
C -0.337 -1.108 0.853 -0.339
C 0.659 0.088 0.931 0.607
O 1.763 0.289 1.350 -0.538
H -0.069 0.134 -1.972 0.211
H 1.407 -0.224 -1.099 0.235
H 1.081 1.441 -1.438 0.233
H -0.659 1.901 0.181 0.220
H -2.112 -0.329 -0.123 0.366
H -0.168 -1.847 0.053 0.202
H -0.447 -1.603 1.814 0.212
```

Values from the calculation:
- orbital gap (eV) = 10.0
- HOMO (eV) = -9.06
- energy above the lowest of the compared OMol25 structures with the same formula, charge and spin (kcal/mol) = 61.2
- SMILES string = C[C@H]1NCC1=O
- total charge = 0